The following is a DFT calculation (ωB97M-V/def2-TZVPD) of C53H41KN8O5STe as an isolated structure at a distorted geometry.

Cartesian coordinates (Å):
K (-1.000242, 0.585385, -1.547851)
C (4.244548, 0.834825, -1.592782)
C (4.578271, -0.325094, -2.260901)
C (3.592551, -1.022195, -2.944832)
C (2.234347, -0.695973, -2.714701)
N (1.872314, 0.359923, -1.959485)
C (2.881422, 1.146132, -1.497337)
C (1.192363, -1.624050, -3.152593)
C (1.601624, -2.874379, -3.584148)
C (0.638200, -3.744756, -4.058707)
C (-0.679174, -3.327777, -4.188684)
C (-0.985222, -2.016511, -3.864593)
N (-0.061157, -1.175867, -3.299293)
C (-2.239040, -1.398595, -4.302819)
C (-2.837854, -1.827676, -5.508723)
C (-4.052441, -1.260972, -5.911682)
C (-4.643797, -0.315985, -5.122420)
C (-4.000370, 0.039362, -3.908412)
N (-2.864048, -0.527508, -3.480624)
H (4.990091, 1.569075, -1.267456)
H (5.615409, -0.602852, -2.358801)
H (3.914682, -1.647453, -3.715322)
H (2.577695, 2.030513, -0.936686)
H (2.587725, -3.235965, -3.394507)
H (0.919967, -4.715056, -4.484660)
H (-1.503906, -4.004226, -4.460871)
H (-2.299748, -2.543362, -6.163120)
H (-4.466069, -1.567181, -6.894081)
H (-5.524291, 0.274946, -5.453985)
H (-4.373451, 0.907658, -3.355030)
O (-1.847825, -2.560170, -0.522321)
C (-2.041253, -3.421087, 0.394635)
C (-2.165349, -4.838774, 0.091664)
C (-2.172462, -5.757600, 1.102057)
C (-1.842376, -5.451502, 2.393511)
C (-1.937723, -4.097210, 2.820920)
C (-2.176837, -3.116542, 1.860476)
C (-2.528695, -1.844815, 2.423746)
N (-2.687068, -0.716180, 1.821610)
N (-3.038929, 0.315331, 2.608579)
C (-2.680463, 1.513358, 2.100273)
O (-2.245495, 1.660799, 0.955086)
C (-2.919060, 2.737049, 2.947138)
C (-2.475816, 3.898326, 2.291335)
C (-2.719862, 5.151142, 2.851217)
C (-3.405293, 5.236291, 4.053998)
C (-3.877719, 4.091785, 4.669364)
C (-3.619303, 2.843718, 4.107520)
H (-2.366369, -5.200941, -0.889538)
H (-2.370123, -6.743591, 0.791533)
H (-1.389332, -6.200640, 3.021419)
H (-1.968096, -3.907342, 3.895532)
H (-2.714913, -1.907622, 3.509069)
H (-2.126235, 3.787677, 1.306070)
H (-2.309741, 6.061201, 2.370894)
H (-3.579633, 6.186201, 4.458713)
H (-4.359856, 4.205193, 5.643978)
H (-4.099049, 2.021305, 4.653164)
N (1.413943, 5.066317, -1.408023)
C (1.607711, 4.938374, -0.063581)
C (1.267781, 5.860939, 0.925046)
C (1.281344, 5.480331, 2.282508)
C (1.969167, 4.298250, 2.647668)
C (2.420679, 3.526747, 1.562025)
N (2.217126, 3.749918, 0.290786)
H (0.640688, 5.635439, -1.710761)
H (1.610399, 4.238953, -1.968297)
H (0.738221, 6.768970, 0.637055)
H (0.884143, 6.224840, 2.971000)
H (2.103533, 4.016379, 3.691942)
H (3.018396, 2.585215, 1.776944)
Te (1.939105, -3.071303, 3.466287)
C (3.847994, -2.808807, 4.437443)
C (5.080141, -2.890621, 3.766810)
C (6.297524, -2.709742, 4.422096)
C (6.341715, -2.448591, 5.769872)
C (5.122175, -2.290084, 6.454683)
C (3.946838, -2.627966, 5.852586)
C (2.511471, -5.014899, 2.753407)
C (2.827298, -5.232664, 1.424871)
C (3.383882, -6.463842, 1.078857)
C (3.544279, -7.515053, 2.010206)
C (3.194449, -7.278674, 3.355823)
C (2.693352, -6.052389, 3.735260)
H (5.031016, -3.194152, 2.737470)
H (7.215711, -2.746064, 3.868698)
H (7.280570, -2.370381, 6.319682)
H (5.075684, -1.916233, 7.509338)
H (3.051325, -2.590996, 6.442298)
H (2.656047, -4.482389, 0.653787)
H (3.736917, -6.591192, 0.071859)
H (4.008031, -8.426482, 1.669848)
H (3.287287, -8.006093, 4.133036)
H (2.248427, -5.823537, 4.717782)
O (0.115610, 3.536458, -3.928741)
C (-0.973199, 3.747197, -3.306060)
N (-1.332153, 3.321868, -2.033007)
S (-2.683187, 4.027332, -1.540986)
O (-2.424731, 5.088439, -0.543479)
O (-3.624690, 3.006819, -1.155686)
C (-3.074251, 4.876085, -3.043150)
C (-4.142788, 5.762227, -3.442038)
C (-4.177434, 6.173537, -4.741215)
C (-3.130391, 5.813466, -5.633018)
C (-2.044930, 5.093347, -5.202099)
C (-2.036106, 4.598587, -3.884908)
H (-4.937884, 5.901684, -2.700411)
H (-4.918494, 6.917821, -5.085486)
H (-3.237121, 6.176270, -6.649481)
H (-1.118146, 4.880595, -5.743083)

Atoms 1-6, force components in eV/Å:
-0.7 0.2 1.2
-0.8 0.4 0.0
0.0 0.5 -0.7
-0.5 1.5 1.2
0.9 0.6 1.3
1.6 0.0 -0.2

Results
**Charge**: -2
**HOMO level**: -0.172 eV
**HOMO-LUMO gap**: 3.61 eV